The following is a DFT calculation (ωB97M-V/def2-TZVPD) of a molecular structure, C51H39BrInN7O5P.

Element x y z (Å)
1 In 1.272 -0.494 0.498
2 C -4.969 3.666 0.995
3 C -3.957 2.551 1.057
4 C -4.312 1.225 0.804
5 C -3.364 0.230 0.758
6 C -1.972 0.459 0.938
7 N -1.057 -0.539 0.729
8 C -1.453 -1.599 -0.109
9 C -2.132 -1.402 -1.320
10 C -2.371 -2.429 -2.208
11 C -1.947 -3.728 -1.943
12 C -2.055 -4.817 -2.973
13 C -1.327 -3.953 -0.731
14 C -1.101 -2.921 0.174
15 N -0.451 -3.257 1.392
16 C -0.655 -4.374 2.123
17 C 0.270 -4.367 3.140
18 C 1.003 -3.188 2.943
19 N 0.551 -2.520 1.892
20 C -1.681 1.759 1.422
21 C -2.641 2.772 1.408
22 N -0.454 2.104 2.053
23 C -0.339 2.922 3.125
24 C 1.000 3.038 3.414
25 C 1.635 2.229 2.465
26 N 0.747 1.671 1.653
27 H -5.677 3.501 0.180
28 H -4.483 4.629 0.831
29 H -5.548 3.737 1.920
30 H -5.354 0.972 0.636
31 H -3.683 -0.784 0.567
32 H -2.437 -0.397 -1.576
33 H -2.851 -2.203 -3.154
34 H -2.812 -4.575 -3.720
35 H -2.309 -5.779 -2.524
36 H -1.089 -4.918 -3.475
37 H -0.951 -4.943 -0.491
38 H -1.438 -5.073 1.885
39 H 0.393 -5.101 3.917
40 H 1.833 -2.810 3.514
41 H -2.326 3.774 1.677
42 H -1.197 3.336 3.625
43 H 1.444 3.601 4.217
44 H 2.683 2.010 2.339
45 O 1.134 -3.287 -2.943
46 C 1.367 -2.634 -1.923
47 O 0.917 -1.484 -1.620
48 C 2.356 -3.244 -0.924
49 C 2.910 -4.496 -1.152
50 C 3.858 -4.973 -0.263
51 C 4.240 -4.174 0.808
52 C 3.630 -2.943 0.969
53 N 2.695 -2.504 0.127
54 H 2.587 -5.053 -2.020
55 H 4.309 -5.948 -0.407
56 H 4.995 -4.500 1.511
57 H 3.896 -2.276 1.783
58 O 4.078 0.039 -0.388
59 C 2.965 0.364 -0.746
60 C 2.821 1.040 -2.104
61 C 3.977 1.027 -2.898
62 C 4.000 1.601 -4.153
63 C 2.855 2.221 -4.642
64 C 1.704 2.220 -3.881
65 C 1.662 1.614 -2.620
66 P 0.075 1.602 -1.691
67 C -1.118 1.006 -2.944
68 C -0.735 0.073 -3.912
69 C -1.684 -0.528 -4.724
70 C -3.029 -0.215 -4.588
71 C -3.427 0.670 -3.596
72 C -2.481 1.254 -2.765
73 C -0.129 3.437 -1.626
74 C -1.216 4.164 -2.108
75 C -1.338 5.522 -1.837
76 C -0.378 6.178 -1.083
77 C 0.734 5.475 -0.637
78 C 0.857 4.124 -0.913
79 H 4.860 0.552 -2.493
80 H 4.905 1.578 -4.748
81 H 2.861 2.699 -5.615
82 H 0.808 2.694 -4.265
83 H 0.304 -0.215 -4.001
84 H -1.369 -1.264 -5.455
85 H -3.767 -0.679 -5.232
86 H -4.478 0.889 -3.452
87 H -2.812 1.870 -1.936
88 H -1.969 3.682 -2.715
89 H -2.195 6.069 -2.211
90 H -0.493 7.229 -0.847
91 H 1.500 5.980 -0.062
92 H 1.729 3.585 -0.562
93 Br 1.615 -0.509 8.797
94 C 1.197 -0.321 6.950
95 C -0.097 -0.003 6.575
96 N -0.447 0.139 5.301
97 C 0.489 -0.033 4.368
98 C 1.811 -0.356 4.658
99 C 2.171 -0.507 5.989
100 C 2.872 -0.593 3.578
101 O 3.997 -0.913 3.962
102 O 2.503 -0.405 2.378
103 H -0.877 0.139 7.315
104 H 0.167 0.076 3.339
105 H 3.191 -0.772 6.229

Calculated values
E_LUMO: 2.36 eV
orbital gap: 6.86 eV
total charge: -1